Record 1
Formula: C40H61BrO3SSb3Se4Si4TcTe
Source: OMol25
Level of theory: ωB97M-V with the def2-TZVPD basis set

Output
Orbital gap (alpha / beta) ... 5.81 / 5.77 eV
Highest occupied orbital energy (alpha / beta) ... -12.3 / -12.3 eV

```
! wB97M-V def2-TZVPD RIJCOSX def2/J DEFGRID3
* xyz 2 1
Tc -1.564 -0.663 1.761
C 2.255 -1.484 3.167
Sb 0.715 0.000 2.930
C 1.803 1.783 2.447
C 0.399 0.072 5.093
C 0.172 1.431 5.668
C 1.273 2.252 5.902
C 1.123 3.536 6.395
C -0.144 4.003 6.712
C -1.243 3.187 6.509
C -1.112 1.910 5.966
C -2.331 1.112 5.654
Sb -2.677 1.096 3.497
C -1.836 3.042 3.117
C -4.778 1.528 3.524
H 3.002 -1.085 3.851
H 2.733 -1.755 2.231
H 1.801 -2.372 3.606
H 2.293 2.148 3.344
H 1.111 2.531 2.071
H 2.542 1.556 1.684
H 1.304 -0.361 5.517
H -0.432 -0.609 5.277
H 2.265 1.864 5.702
H 1.989 4.166 6.536
H -0.264 4.996 7.123
H -2.229 3.544 6.779
H -3.224 1.566 6.079
H -2.287 0.082 6.004
H -2.529 3.802 3.474
H -1.642 3.188 2.056
H -0.906 3.139 3.676
H -4.917 2.602 3.635
H -5.190 1.019 4.393
H -5.293 1.177 2.632
Se -3.354 -3.878 2.140
Sb -5.163 -3.652 4.055
Se -1.515 -2.655 2.892
Se -3.777 -1.219 0.513
Se -4.511 -1.739 5.261
C 1.403 -3.933 -3.455
Si 3.055 -3.121 -3.034
C 3.995 -4.096 -1.705
C 4.140 -2.853 -4.569
Si 2.852 -0.928 -2.082
Te 0.972 0.651 -2.316
Si 4.782 0.066 -1.050
C 5.160 -0.602 0.683
C 6.193 -0.328 -2.248
C 4.496 1.940 -0.951
Si 1.666 1.260 -4.708
C 0.693 0.148 -5.882
C 3.526 1.027 -4.948
C 1.279 3.105 -4.782
H 1.260 -4.835 -2.860
H 1.357 -4.216 -4.506
H 0.559 -3.275 -3.253
H 4.345 -5.042 -2.118
H 3.348 -4.333 -0.862
H 4.865 -3.560 -1.327
H 4.432 -3.815 -4.988
H 5.054 -2.310 -4.330
H 3.618 -2.308 -5.356
H 5.157 -1.690 0.721
H 4.456 -0.231 1.425
H 6.153 -0.268 0.983
H 6.474 -1.379 -2.205
H 7.079 0.255 -1.996
H 5.933 -0.087 -3.279
H 3.446 2.182 -0.785
H 4.804 2.436 -1.871
H 5.076 2.375 -0.138
H 1.293 -0.716 -6.171
H 0.414 0.665 -6.800
H -0.217 -0.225 -5.417
H 3.824 -0.022 -4.915
H 4.104 1.570 -4.202
H 3.814 1.413 -5.926
H 0.358 3.358 -4.261
H 1.188 3.457 -5.810
H 2.089 3.666 -4.317
Br 1.283 -7.298 1.550
C 0.631 -5.687 0.791
C -0.481 -5.710 -0.038
C -0.957 -4.528 -0.585
C -0.323 -3.327 -0.296
C 0.797 -3.321 0.532
C 1.281 -4.495 1.079
C -0.721 -2.017 -0.906
O -0.865 -1.911 -2.116
O -0.765 -1.003 -0.094
H -0.974 -6.646 -0.256
H -1.837 -4.545 -1.213
H 1.279 -2.370 0.729
H 2.154 -4.504 1.718
O -2.212 1.265 0.470
S -3.284 0.670 -0.359
C -4.658 1.812 -0.363
C -4.678 2.896 0.496
C -5.800 3.710 0.513
C -6.871 3.437 -0.323
C -6.826 2.357 -1.195
C -5.719 1.529 -1.210
C -2.932 0.673 -2.107
C -3.240 -0.438 -2.867
C -3.210 -0.317 -4.250
C -2.907 0.904 -4.831
C -2.588 2.006 -4.046
C -2.595 1.896 -2.668
H -3.823 3.107 1.125
H -5.838 4.552 1.188
H -7.751 4.063 -0.285
H -7.658 2.146 -1.851
H -5.675 0.677 -1.877
H -3.504 -1.378 -2.401
H -3.441 -1.171 -4.869
H -2.920 1.007 -5.907
H -2.359 2.956 -4.508
H -2.373 2.741 -2.029
*
```

Here are the Mulliken charges for atoms 1 to 99, given in e: 0.09, -1.25, 0.43, -1.22, -1.34, 0.94, -0.59, -0.80, -0.75, -0.67, 0.41, -1.58, 1.09, -1.16, -1.25, 0.61, -0.01, 0.50, 0.47, 0.42, 0.20, 0.80, 0.35, 0.56, 0.44, 0.44, 0.44, 0.71, 0.56, 0.52, 0.27, 0.31, 0.38, 0.59, 0.31, -0.36, 0.42, -0.23, -0.03, -0.22, -0.69, 0.64, -0.89, -1.13, -0.13, -0.12, 0.69, -0.88, -1.10, -1.26, 0.55, -0.86, -0.93, -1.13, 0.30, 0.54, -0.05, 0.45, 0.09, 0.28, 0.45, 0.33, 0.28, 0.33, 0.03, 0.47, 0.33, 0.44, 0.31, 0.31, 0.40, 0.44, 0.35, 0.40, 0.15, 0.02, 0.16, 0.54, 0.28, 0.41, 0.32, -0.14, -0.42, -0.59, -0.34, 1.36, 1.17, -1.15, -1.52, -0.49, 1.29, 0.55, 0.48, -0.22, 0.67, -1.02, 0.51, 0.77, -0.40

Record 2
Formula: C40H61F3N2O14
Source: OMol25
Level of theory: ωB97M-V with the def2-TZVPD basis set

Output
Energy above the lowest of the compared OMol25 structures with the same formula, charge and spin ... 0.0 kJ/mol
Orbital gap ... 9.74 eV
Highest occupied orbital energy ... -9.2 eV

```
! wB97M-V def2-TZVPD RIJCOSX def2/J DEFGRID3
* xyz 0 1
C 2.570 6.904 -1.831
C 2.221 6.399 -0.408
O 1.273 5.306 -0.574
C 0.888 4.721 0.546
O 1.313 5.026 1.624
O -0.105 3.885 0.286
C -0.511 3.050 1.360
H 1.617 7.236 -2.321
H 3.122 6.131 -2.404
H 3.069 7.870 -1.644
H 1.894 7.192 0.266
H 3.114 5.926 0.054
H -0.676 3.653 2.256
H 0.407 2.381 1.641
H -1.386 2.498 1.095
C 1.893 -0.775 3.157
C 3.128 -1.537 3.475
O 3.430 -2.423 2.377
C 3.194 -3.695 2.612
O 2.865 -4.220 3.680
O 3.463 -4.321 1.488
C 3.305 -5.724 1.502
H 0.990 -1.356 2.993
H 1.939 -0.158 2.253
H 1.593 -0.144 3.977
H 3.031 -2.144 4.344
H 4.017 -0.901 3.560
H 2.410 -5.934 2.024
H 4.141 -6.113 2.071
H 3.343 -6.012 0.478
C -2.922 -5.716 0.559
C -3.500 -5.170 -0.720
O -4.122 -3.885 -0.580
C -3.450 -2.904 -1.115
O -2.554 -3.061 -1.897
O -3.873 -1.695 -0.719
C -4.583 -1.566 0.502
H -3.673 -5.885 1.338
H -2.143 -4.999 0.940
H -2.454 -6.662 0.348
H -4.362 -5.836 -1.041
H -2.709 -5.213 -1.442
H -5.496 -2.098 0.457
H -4.800 -0.510 0.564
H -3.946 -1.910 1.302
C 3.190 0.942 -5.437
C 3.265 -0.451 -4.883
O 3.868 -0.446 -3.596
C 3.155 -0.995 -2.545
O 1.952 -1.196 -2.575
O 3.947 -1.223 -1.525
C 3.341 -1.866 -0.393
H 2.765 1.539 -4.658
H 2.621 1.050 -6.341
H 4.151 1.477 -5.653
H 3.865 -1.065 -5.538
H 2.262 -0.827 -4.716
H 4.178 -2.303 0.105
H 2.574 -2.541 -0.651
H 2.887 -1.105 0.244
F -2.856 4.968 -0.292
C -3.613 3.885 -0.496
C -4.931 3.900 -0.148
C -5.694 2.741 -0.284
C -5.091 1.639 -0.784
C -3.748 1.686 -1.154
C -3.019 2.836 -0.996
H -5.396 4.735 0.359
H -6.723 2.838 0.085
H -5.643 0.717 -1.052
H -3.318 0.862 -1.704
H -1.976 2.879 -1.302
F 3.111 1.843 0.677
C 4.005 2.122 1.696
C 5.278 1.520 1.619
C 6.121 1.726 2.694
C 5.656 2.468 3.777
C 4.426 3.085 3.822
C 3.541 2.862 2.742
H 5.415 1.007 0.677
H 7.136 1.331 2.737
H 6.285 2.569 4.632
H 4.163 3.691 4.717
H 2.537 3.187 2.672
F -2.076 3.894 -5.910
C -1.989 2.745 -5.193
C -3.057 1.894 -5.281
C -2.994 0.655 -4.661
C -1.874 0.287 -3.916
C -0.789 1.135 -3.902
C -0.787 2.401 -4.544
H -3.951 2.152 -5.818
H -3.836 -0.021 -4.775
H -1.813 -0.716 -3.447
H 0.071 0.790 -3.312
H 0.009 3.130 -4.493
C -0.842 -0.299 -0.346
N 0.052 -1.454 -0.513
C -0.415 -2.656 -0.085
C 0.181 -3.898 -0.634
O -1.354 -2.660 0.733
H -1.159 -0.230 0.671
H -1.735 -0.418 -0.985
H -0.286 0.581 -0.551
H 0.608 -1.456 -1.358
H 1.052 -4.243 -0.038
H 0.456 -3.827 -1.668
H -0.699 -4.554 -0.653
C -2.109 0.041 3.787
N -2.132 -1.421 3.651
C -3.183 -2.094 4.250
C -3.403 -3.516 3.770
O -3.826 -1.578 5.103
H -1.409 0.434 3.042
H -1.838 0.241 4.783
H -3.138 0.406 3.618
H -1.918 -1.810 2.748
H -2.479 -3.972 3.522
H -4.085 -3.515 2.924
H -3.905 -4.145 4.519
*
```

Here are the Mulliken charges for atoms 1 to 99, given in e: -1.10, -0.30, -0.20, 0.64, -0.61, -0.13, -0.29, 0.29, 0.28, 0.37, 0.35, 0.26, 0.55, -0.25, 0.16, -0.31, -0.65, -0.09, 0.76, -0.64, -0.25, -0.85, 0.10, -0.18, 0.54, 0.47, 0.18, 0.38, 0.33, 0.24, -0.87, -0.34, -0.38, 0.87, -0.63, -0.09, -0.43, 0.34, 0.02, 0.40, 0.33, 0.37, 0.39, 0.13, -0.12, -1.20, -0.11, -0.38, 0.76, -0.88, -0.42, -0.28, 0.27, 0.38, 0.32, 0.30, 0.29, 0.39, 0.13, 0.19, -0.31, 0.36, -0.83, -0.35, -1.24, 0.44, -0.27, 0.42, 0.37, 0.58, 0.12, 0.79, -0.22, 0.52, -0.44, -0.66, -0.37, -0.75, -0.09, 0.48, 0.40, 0.41, 0.36, 0.36, -0.37, 0.54, -0.61, -0.36, -0.68, 0.10, -0.96, 0.45, 0.40, 0.52, 0.46, 0.53, -0.42, 0.86, 0.51

Record 3
Formula: C40H62AgClGeN5O3P3
Source: OMol25
Level of theory: ωB97M-V with the def2-TZVPD basis set

Output
Energy above the lowest of the compared OMol25 structures with the same formula, charge and spin ... 0.0 kJ/mol
Orbital gap (alpha / beta) ... 6.24 / 5.57 eV
Highest occupied orbital energy (alpha / beta) ... -3.7 / -4.1 eV

```
! wB97M-V def2-TZVPD RIJCOSX def2/J DEFGRID3
* xyz -1 2
Ag -11.539 -13.441 -7.719
C -9.952 -10.295 -5.696
C -9.018 -11.461 -5.362
C -8.302 -11.289 -4.018
P -9.940 -13.097 -5.640
C -10.775 -13.431 -3.974
N -11.774 -14.478 -4.036
Ge -12.764 -14.559 -5.754
N -14.448 -13.740 -5.147
C -14.836 -12.351 -5.424
P -13.725 -10.874 -4.767
C -14.199 -10.257 -2.980
C -15.184 -9.087 -2.648
C -14.446 -11.485 -2.090
C -14.328 -9.328 -5.635
C -15.855 -9.350 -5.951
C -13.413 -9.006 -6.820
C -15.478 -14.695 -5.001
C -16.824 -14.430 -5.324
C -17.753 -15.451 -5.228
C -17.400 -16.771 -5.011
C -16.063 -17.047 -4.741
C -15.154 -16.021 -4.583
N -13.839 -16.263 -4.062
C -13.487 -15.645 -2.809
C -14.207 -15.925 -1.643
C -13.615 -15.674 -0.422
C -12.355 -15.053 -0.380
C -11.713 -14.642 -1.544
C -12.309 -14.903 -2.807
C -13.065 -17.382 -4.498
C -12.583 -18.333 -3.609
C -11.833 -19.406 -4.083
C -11.586 -19.528 -5.441
C -12.106 -18.617 -6.363
C -12.723 -17.443 -5.896
N -12.960 -16.312 -6.676
C -12.638 -16.425 -8.091
P -13.294 -14.997 -9.183
C -15.151 -15.308 -8.980
C -15.948 -14.618 -10.124
C -15.666 -16.722 -8.805
C -13.007 -15.507 -10.982
C -11.811 -14.766 -11.556
C -12.870 -17.006 -11.239
C -8.450 -14.238 -5.430
C -7.308 -13.932 -6.438
C -8.958 -15.657 -5.601
H -9.412 -9.320 -5.508
H -10.853 -10.281 -5.046
H -10.240 -10.364 -6.746
H -8.229 -11.492 -6.154
H -9.017 -11.112 -3.199
H -7.665 -10.376 -4.051
H -7.687 -12.173 -3.744
H -11.161 -12.461 -3.595
H -10.017 -13.705 -3.206
H -15.771 -12.161 -4.878
H -14.981 -12.106 -6.475
H -13.202 -9.892 -2.665
H -16.219 -9.300 -2.997
H -14.843 -8.098 -2.996
H -15.212 -9.031 -1.528
H -15.538 -11.679 -1.894
H -13.959 -11.357 -1.095
H -13.997 -12.404 -2.535
H -14.209 -8.544 -4.886
H -16.096 -10.043 -6.779
H -16.190 -8.336 -6.215
H -16.453 -9.619 -5.053
H -14.010 -8.951 -7.713
H -12.642 -9.802 -6.969
H -12.896 -8.032 -6.614
H -17.180 -13.472 -5.626
H -18.793 -15.191 -5.345
H -18.158 -17.534 -5.000
H -15.740 -18.071 -4.678
H -15.169 -16.449 -1.719
H -14.110 -15.911 0.518
H -11.854 -14.905 0.586
H -10.735 -14.188 -1.438
H -12.715 -18.162 -2.542
H -11.354 -20.113 -3.401
H -11.014 -20.359 -5.825
H -11.912 -18.740 -7.419
H -13.088 -17.309 -8.516
H -11.543 -16.464 -8.312
H -15.396 -14.789 -8.040
H -16.143 -15.332 -10.951
H -15.401 -13.724 -10.513
H -16.943 -14.285 -9.739
H -15.545 -17.336 -9.720
H -16.746 -16.616 -8.566
H -15.227 -17.297 -7.974
H -13.909 -15.159 -11.539
H -10.837 -15.055 -11.050
H -11.934 -13.667 -11.465
H -11.736 -15.010 -12.650
H -11.911 -17.419 -10.880
H -12.920 -17.190 -12.334
H -13.706 -17.579 -10.818
H -8.037 -14.138 -4.419
H -7.685 -13.926 -7.482
H -6.567 -14.757 -6.354
H -6.833 -12.979 -6.262
H -8.890 -15.911 -6.669
H -9.983 -15.793 -5.251
H -8.326 -16.376 -4.993
O -15.554 -11.747 -8.647
N -14.346 -11.838 -9.085
O -14.059 -11.797 -10.331
O -13.376 -12.013 -8.177
Cl -8.825 -11.557 -9.043
C -10.328 -12.422 -9.310
H -10.105 -13.299 -9.920
H -11.136 -11.784 -9.685
*
```

Here are the Mulliken charges for atoms 1 to 99, given in e: -0.38, -1.02, 0.98, -1.70, 0.91, -1.65, 0.88, 0.09, 0.78, -1.01, 0.32, 0.32, -1.54, -1.14, 0.80, -1.71, -0.73, 0.86, -0.70, -0.82, -1.09, -0.34, -0.66, 0.87, -0.04, -0.22, -1.04, -0.72, -0.95, 0.64, -0.42, -0.45, -1.00, -0.72, -1.18, 1.07, 2.20, -2.46, -0.04, 2.04, -1.70, -1.53, 0.93, -1.39, -1.53, 0.27, -1.51, -1.13, 0.50, -0.11, 0.10, 0.42, 0.29, 0.45, 0.31, 0.22, 0.53, 0.88, -0.38, 0.19, 0.20, 0.39, 0.44, 0.28, 0.42, 0.05, 0.43, 0.23, 0.51, 0.21, 0.42, -0.24, 0.26, 0.53, 0.41, 0.42, 0.54, 0.40, 0.39, 0.36, 0.38, 0.48, 0.37, 0.42, 0.43, 1.07, 0.20, -0.87, 0.40, 0.45, 0.34, 0.24, 0.40, 0.15, 0.31, 0.19, 0.22, 0.47, 0.24

Record 4
Formula: C40H62BBrInN10O2P
Source: OMol25
Level of theory: ωB97M-V with the def2-TZVPD basis set

Output
Energy above the lowest of the compared OMol25 structures with the same formula, charge and spin ... 36.7 kJ/mol
Orbital gap ... 4.59 eV
Highest occupied orbital energy ... -0.9 eV

```
! wB97M-V def2-TZVPD RIJCOSX def2/J DEFGRID3
* xyz -2 1
In 0.081 -2.183 0.682
B 0.000 -5.079 -1.856
N -0.123 -3.615 -2.365
C -0.300 -3.267 -3.644
C -0.047 -1.914 -3.781
C 0.290 -1.499 -2.492
N 0.242 -2.533 -1.650
N -0.510 -5.226 -0.397
C -1.123 -6.314 0.078
C -1.142 -6.257 1.460
C -0.490 -5.064 1.763
N -0.096 -4.458 0.638
H -0.707 -5.772 -2.559
H 1.165 -5.423 -1.911
H -0.579 -4.014 -4.369
H -0.098 -1.319 -4.676
H 0.608 -0.527 -2.144
H -1.491 -7.062 -0.605
H -1.567 -6.970 2.145
H -0.255 -4.612 2.713
Br 8.371 -4.259 2.052
C 6.512 -4.117 2.477
C 6.117 -4.222 3.800
C 4.764 -4.131 4.098
C 3.822 -3.917 3.099
C 4.253 -3.811 1.782
C 5.599 -3.918 1.457
C 2.331 -3.814 3.450
O 1.994 -4.273 4.553
O 1.617 -3.286 2.564
H 6.853 -4.377 4.578
H 4.408 -4.233 5.115
H 3.513 -3.647 1.008
H 5.931 -3.841 0.430
N 1.726 -0.890 0.817
H 1.512 -0.488 1.730
H 1.910 0.527 -0.639
H 2.552 -1.454 1.002
C -2.147 0.431 4.267
C -2.201 1.081 2.882
C -2.447 2.583 3.004
C -3.188 0.349 1.997
C -4.502 0.755 1.916
C -5.443 0.075 1.140
C -5.005 -1.056 0.462
C -3.700 -1.522 0.512
C -3.395 -2.806 -0.232
C -4.145 -3.993 0.375
C -3.670 -2.713 -1.734
C -2.694 -0.831 1.295
N -1.403 -1.093 1.445
H -1.393 0.906 4.905
H -1.894 -0.625 4.166
H -3.120 0.512 4.763
H -1.222 0.910 2.424
H -3.353 2.806 3.575
H -2.552 3.049 2.021
H -1.612 3.065 3.523
H -4.816 1.638 2.467
H -6.473 0.405 1.080
H -5.727 -1.613 -0.133
H -2.334 -3.015 -0.119
H -5.227 -3.847 0.292
H -3.900 -4.103 1.433
H -3.884 -4.925 -0.134
H -4.727 -2.508 -1.926
H -3.408 -3.650 -2.233
H -3.083 -1.914 -2.191
N 1.956 1.224 -1.394
P 1.289 2.603 -1.242
N 1.843 3.466 0.094
C 1.220 4.746 0.423
C 0.203 4.585 1.547
C 0.926 4.165 2.838
C 2.243 3.439 2.521
C 2.121 2.600 1.260
N -0.384 2.652 -1.243
C -1.199 3.692 -1.872
C -2.621 3.642 -1.328
C -3.295 2.315 -1.707
C -2.273 1.166 -1.712
C -1.129 1.475 -0.762
N 1.656 3.646 -2.518
C 1.243 3.088 -3.824
C 2.419 2.467 -4.564
C 3.447 3.548 -4.921
C 3.429 4.671 -3.872
C 3.053 4.125 -2.503
H 0.766 5.152 -0.480
H 1.993 5.466 0.727
H -0.508 3.812 1.243
H -0.367 5.506 1.698
H 0.277 3.513 3.426
H 1.135 5.043 3.457
H 2.525 2.789 3.351
H 3.056 4.160 2.395
H 1.326 1.857 1.405
H 3.031 2.032 1.069
H -1.249 3.552 -2.964
H -0.753 4.673 -1.713
H -3.188 4.493 -1.715
H -2.587 3.750 -0.240
H -3.762 2.404 -2.692
H -4.094 2.087 -0.999
H -1.856 1.021 -2.715
H -2.749 0.233 -1.417
H -0.443 0.636 -0.680
H -1.522 1.639 0.248
H 0.788 3.881 -4.431
H 0.474 2.333 -3.650
H 2.065 1.955 -5.462
H 2.850 1.710 -3.907
H 3.230 3.967 -5.909
H 4.445 3.107 -4.980
H 2.702 5.439 -4.152
H 4.402 5.163 -3.811
H 3.145 4.901 -1.742
H 3.742 3.316 -2.227
*
```

Here are the Mulliken charges for atoms 1 to 99, given in e: 1.33, 0.47, 0.04, -0.55, -1.19, -0.41, -0.03, -0.01, -0.41, -1.35, -0.18, 0.12, -0.27, -0.24, 0.45, 0.43, 0.90, 0.45, 0.41, 0.68, -0.27, 0.24, -0.46, -0.33, 0.08, 0.09, -0.76, -0.16, -0.79, -0.43, 0.40, 0.43, 0.44, 0.43, -0.77, 0.07, -0.07, -0.08, -1.79, 2.30, -1.72, 0.10, 0.13, -1.74, 0.10, -0.22, 2.55, -1.85, -1.67, 1.20, -0.34, 0.46, 0.37, 0.28, -0.75, 0.49, 0.26, 0.20, 0.17, 0.30, 0.24, -1.86, 0.32, 0.40, 0.44, 0.28, 0.45, 0.30, -0.34, -0.73, 0.18, -1.48, 0.51, -0.48, -1.19, 0.14, 1.54, -0.71, -0.61, -0.92, 0.18, 0.86, 0.28, -0.47, -0.83, -0.57, -0.99, -0.67, 0.63, 0.50, -0.63, 0.60, 0.18, 0.29, 0.53, 0.34, -0.30, 0.40, 0.38